Molecular formula: C14H30BCuO2
Method: DFT, the ωB97M-V functional and the def2-TZVPD basis

For the total energy, the calculation gives -64410.4550 eV. For the HOMO energy, the calculation gives -8.1 eV.

Last column: natural (NBO) charge in e.
Element x y z (Å)
C -0.078 -5.167 1.457  -0.599
C -0.487 -4.112 2.492  -0.388
C 0.612 -3.055 2.722  -0.400
C 0.100 -1.591 2.777  -0.390
C 0.776 -0.690 1.732  -0.613
B 0.084 0.803 1.452  0.090
C -1.232 1.094 2.422  -0.729
C -0.919 1.424 3.830  0.456
O -1.515 1.009 4.815  -0.577
C -0.444 0.869 -0.122  -0.610
C 0.313 1.865 -1.041  -0.414
C 1.680 1.322 -1.499  -0.411
C 2.295 2.018 -2.766  -0.419
C 1.270 2.879 -3.502  -0.064
O 0.344 1.923 -4.062  -0.550
C -1.014 2.230 -3.893  -0.053
C -1.552 0.895 -3.358  -0.686
H 0.815 -5.703 1.783  0.202
H -0.896 -5.868 1.280  0.198
H 0.123 -4.660 0.509  0.191
H -0.707 -4.619 3.436  0.195
H -1.421 -3.656 2.151  0.182
H 1.129 -3.308 3.652  0.198
H 1.342 -3.157 1.912  0.188
H -0.983 -1.628 2.644  0.179
H 0.347 -1.207 3.769  0.205
H 0.875 -1.282 0.809  0.167
H 1.807 -0.534 2.075  0.202
H 0.936 1.662 1.676  -0.052
H -1.996 0.310 2.381  0.202
H -1.691 2.004 2.001  0.217
H -0.069 2.119 3.972  0.101
H -0.375 -0.111 -0.629  0.175
H -1.539 1.179 -0.150  0.100
H 0.471 2.799 -0.494  0.222
H -0.325 2.024 -1.872  0.169
H 1.619 0.241 -1.652  0.200
H 2.350 1.453 -0.645  0.232
H 3.209 2.585 -2.581  0.212
H 2.572 1.229 -3.472  0.215
H 0.770 3.569 -2.821  0.176
H 1.725 3.475 -4.298  0.184
H -1.531 2.548 -4.803  0.189
H -1.168 2.961 -3.096  0.181
H -1.086 0.794 -2.368  0.219
H -2.632 0.915 -3.177  0.135
H -1.264 0.031 -3.951  0.253
Cu -2.640 0.117 -1.500  0.919


Molecular formula: C14H30Br6O9
Method: DFT, the ωB97M-V functional and the def2-TZVPD basis

For the total energy, the calculation gives -453676.8755 eV. For the HOMO energy (spin up / spin down), the calculation gives -12.8 / -12.0 eV. The net charge is +1. The spin multiplicity is 2.

Last column: Mulliken spin population.
Element x y z (Å)
Br -22.189 17.464 14.128  0.013
C -23.154 15.731 13.699  0.029
C -22.367 14.851 12.773  -0.016
Br -23.310 13.091 12.516  0.592
H -24.186 15.881 13.382  -0.006
H -23.322 15.185 14.627  -0.004
H -21.445 14.508 13.243  0.002
H -22.383 15.398 11.831  0.000
Br -21.158 11.492 17.880  0.000
C -20.089 11.543 19.583  0.000
C -18.614 11.479 19.273  0.000
Br -18.116 13.295 18.651  0.000
H -20.349 10.663 20.170  0.000
H -20.363 12.466 20.093  0.000
H -18.215 10.775 18.542  0.000
H -18.015 11.296 20.165  0.000
Br -24.618 13.248 16.472  0.021
C -23.758 14.387 17.879  0.000
C -24.079 13.765 19.206  0.000
Br -23.110 14.611 20.715  0.001
H -24.317 15.313 17.749  0.000
H -22.681 14.538 17.812  0.000
H -23.743 12.730 19.282  0.000
H -25.144 13.815 19.432  0.000
C -16.223 17.772 14.177  0.000
C -17.063 16.465 14.120  0.000
C -18.585 16.756 13.800  0.000
O -18.663 16.247 12.484  0.000
C -17.533 15.565 12.153  0.000
O -17.382 14.860 11.143  0.000
O -16.578 15.741 13.072  0.000
H -16.441 18.333 13.269  0.000
H -15.152 17.569 14.210  0.000
H -16.407 18.312 15.105  0.000
H -16.946 15.886 15.036  0.000
H -18.686 17.840 13.758  0.000
H -19.231 16.247 14.515  0.000
C -20.388 13.645 15.517  -0.003
C -19.158 13.093 14.728  0.001
C -18.948 11.605 15.004  0.000
O -19.215 10.946 13.783  0.000
C -19.467 11.781 12.862  -0.006
O -19.556 11.426 11.675  0.004
O -19.564 13.014 13.345  -0.005
H -20.181 13.668 16.587  0.000
H -21.280 13.018 15.485  0.001
H -20.578 14.666 15.184  0.002
H -18.151 13.467 14.913  0.000
H -19.588 11.208 15.792  0.000
H -17.906 11.499 15.306  0.000
O -17.363 12.387 9.917  0.002
H -17.507 12.257 10.854  0.000
H -17.773 13.230 9.726  0.000
O -18.736 10.520 8.493  0.254
H -18.938 9.801 9.091  -0.008
H -18.249 11.147 9.028  -0.009
O -22.263 10.126 11.423  0.140
H -22.148 9.303 11.898  -0.006
H -21.449 10.606 11.574  -0.001


Molecular formula: C14H30Cl2InO10P
Method: DFT, the ωB97M-V functional and the def2-TZVPD basis

For the total energy, the calculation gives -74967.1158 eV. For the HOMO energy, the calculation gives -14.9 eV. As for the energy relative to the best compared isomer or geometry (same formula, charge and spin): 0.0 kJ/mol. The net charge is +2.

Last column: natural (NBO) charge in e.
Element x y z (Å)
In -3.526 2.276 -2.826  0.981
C 0.027 1.916 0.665  -0.772
C -0.888 2.121 -0.457  0.777
O -0.928 1.338 -1.450  -0.375
O -1.805 2.972 -0.485  -0.379
H 0.399 0.894 0.790  0.285
H -0.332 2.317 1.613  0.282
H 0.958 2.440 0.412  0.285
C -2.906 -1.736 0.612  -0.411
Cl -4.141 -2.069 1.828  0.037
Cl -1.416 -2.622 0.947  -0.013
H -3.358 -2.124 -0.296  0.230
H -2.679 -0.684 0.483  0.202
C -1.871 -1.684 -6.161  -0.259
O -0.925 -0.611 -6.289  -0.797
P -0.402 0.142 -5.023  2.619
O -1.387 0.981 -4.315  -1.175
O 0.250 -0.994 -4.148  -0.729
C 0.053 -1.019 -2.764  -0.222
O 0.796 0.949 -5.562  -0.809
C 0.708 1.869 -6.680  -0.251
H -1.485 -2.552 -6.690  0.221
H -2.802 -1.427 -6.666  0.209
H -2.101 -1.942 -5.128  0.177
H 0.424 -0.091 -2.242  0.230
H 0.668 -1.775 -2.286  0.239
H -0.992 -0.918 -2.477  0.204
H 1.350 1.472 -7.467  0.219
H 1.255 2.758 -6.368  0.212
H -0.320 2.018 -6.987  0.201
O 5.060 1.272 1.997  -0.465
C 3.918 1.628 1.864  0.796
O 2.913 0.755 1.725  -0.513
C 3.241 -0.669 1.837  -0.076
C 3.823 -1.157 0.535  -0.648
C 3.521 3.074 1.750  -0.708
H 2.319 -1.177 2.109  0.190
H 3.912 -0.705 2.693  0.217
H 4.856 -0.824 0.447  0.246
H 3.279 -0.731 -0.313  0.202
H 3.781 -2.238 0.412  0.237
H 2.524 3.214 2.168  0.231
H 3.465 3.376 0.703  0.249
H 4.309 3.644 2.230  0.272
O -2.323 -2.785 4.995  -0.418
C -1.340 -2.110 4.770  0.804
O -1.240 -0.803 4.883  -0.469
C -2.409 -0.038 5.226  -0.094
C -2.796 0.864 4.078  -0.636
C -0.024 -2.851 4.623  -0.692
H -2.249 0.516 6.149  0.215
H -3.274 -0.671 5.439  0.218
H -1.967 1.509 3.772  0.203
H -3.583 1.581 4.318  0.244
H -3.189 0.254 3.265  0.209
H -0.078 -3.786 5.173  0.269
H 0.780 -2.214 4.987  0.250
H 0.144 -3.145 3.585  0.246